(1)
Formula: C8H18N3O
Source: the OMol25 dataset
Level of theory: wB97M-V/def2-TZVPD

Structure (XYZ):
```
30
Properties=species:S:1:pos:R:3:forces:R:3
C -0.351 -2.778 0.699 -4.42 2.75 1.96
N 0.298 -1.505 0.701 0.59 -0.18 0.63
C 1.198 -1.511 1.821 -0.30 1.11 2.34
C -0.073 -0.477 -0.029 -0.85 -0.96 -1.03
N -1.251 -0.617 -0.731 0.50 -0.45 1.99
C -1.964 0.244 -1.625 2.45 3.50 0.68
C -1.942 1.713 -1.124 0.28 -0.89 -0.65
N -0.636 2.345 -1.118 0.41 0.26 1.66
C 0.224 1.996 0.070 1.75 0.66 -2.26
C 0.911 0.682 -0.405 -2.28 -2.37 -0.11
C 2.373 0.451 -0.090 -0.33 2.38 0.52
O 0.793 0.513 -1.785 2.50 -1.67 -0.33
H 0.281 -3.531 0.904 2.28 -2.36 1.68
H -1.303 -2.705 1.388 1.86 -0.69 -1.11
H -0.634 -3.014 -0.241 -1.48 -0.45 -3.24
H 1.889 -0.735 1.903 0.92 1.52 -0.61
H 0.691 -1.375 2.821 -0.21 -0.67 -1.11
H 1.792 -2.387 1.859 0.26 -1.07 -0.14
H -1.980 -1.201 -0.392 0.44 -1.30 1.11
H -2.995 0.088 -1.669 -1.44 -1.37 -0.11
H -1.459 0.154 -2.536 0.04 0.00 -1.87
H -2.671 2.225 -1.688 -0.24 1.09 -1.54
H -2.517 1.687 -0.238 0.10 0.04 2.10
H -0.631 3.337 -1.185 -0.56 0.76 -0.33
H -0.341 2.068 0.991 0.05 -0.76 0.37
H 1.165 2.615 0.189 -1.61 0.43 -0.44
H 2.561 1.223 0.661 0.78 -0.86 0.74
H 2.978 0.780 -0.907 -0.11 0.53 -0.96
H 2.749 -0.525 0.048 -0.09 -1.03 0.78
H 0.197 1.131 -2.138 -1.30 2.08 -0.71
```
Positions in Å, forces in eV/Å.

Summary:
Spin multiplicity: 1
Electronic energy (a.u.): -554.79882
F_max (Eh/bohr): 0.10825
ΔE to the lowest compared entry with this formula, charge and spin (eV): 0.549
LUMO level (eV): -2.97
Gap between HOMO and LUMO (eV): 10.27
Net charge: +1
SMILES string: C[N+](C)=C1NCCNC[C@]1(C)O
HOMO level (eV): -13.2

=====

(2)
Formula: C8H18N4
Source: the OMol25 dataset
Level of theory: wB97M-V/def2-TZVPD

Structure (XYZ):
```
30
Properties=species:S:1:pos:R:3:forces:R:3
H 3.569 -0.669 0.811 -0.64 -0.84 0.16
N 2.756 -1.335 0.784 0.09 1.56 -0.50
C 1.767 -0.685 0.307 0.06 0.44 -0.06
C 1.672 0.757 -0.165 2.74 0.84 2.96
C 2.294 1.748 1.015 -3.69 -0.64 -2.10
N 0.317 1.132 -0.301 -2.65 -0.91 -1.54
N 0.193 1.826 -1.552 0.58 -0.61 1.32
N -0.585 -0.329 -0.211 1.32 2.73 -0.80
C -1.741 -0.195 0.719 0.70 1.50 -0.86
C -2.863 -1.183 0.252 2.07 2.52 -2.61
C -2.264 1.240 0.525 -0.43 1.27 0.12
C 0.442 -1.280 0.021 -0.65 -3.59 0.44
C 0.615 -2.309 -1.188 3.57 0.59 2.00
H 2.319 0.823 -1.029 -0.17 0.23 -0.75
H 2.648 1.149 1.781 0.70 -1.00 1.68
H 1.337 2.259 1.278 1.01 -0.25 0.42
H 2.982 2.490 0.757 1.23 0.89 -0.92
H 0.702 1.337 -2.277 -0.62 0.03 -0.40
H -0.705 2.241 -1.786 0.27 -0.67 0.33
H -1.477 -0.348 1.798 -0.04 -0.04 -0.76
H -2.684 -2.001 0.817 -0.04 -3.16 1.50
H -3.815 -0.728 0.482 -0.39 -0.19 -0.35
H -2.611 -1.404 -0.875 -1.10 0.50 2.14
H -1.597 2.136 0.483 0.12 -1.23 0.86
H -3.031 1.452 1.281 0.06 -0.07 -0.16
H -2.730 1.379 -0.446 -0.48 -0.64 -0.29
H 0.242 -1.949 0.880 -0.39 0.45 -0.01
H 1.359 -1.761 -1.852 -1.36 -1.06 -0.06
H -0.332 -2.588 -1.577 -0.57 -0.18 -0.65
H 1.222 -3.207 -0.731 -1.32 1.53 -1.11
```
Positions in Å, forces in eV/Å.

Summary:
Spin multiplicity: 1
Electronic energy (a.u.): -534.47939
F_max (Eh/bohr): 0.08341
ΔE to the lowest compared entry with this formula, charge and spin (eV): 3.516
LUMO level (eV): 1.05
Gap between HOMO and LUMO (eV): 9.27
Net charge: 0
SMILES string: [H]/N=C1\[C@H](C)N(N)N(C(C)C)[C@H]1C
HOMO level (eV): -8.2

=====

(3)
Formula: C8H18N4O2
Source: the OMol25 dataset
Level of theory: wB97M-V/def2-TZVPD

Structure (XYZ):
```
32
Properties=species:S:1:pos:R:3:forces:R:3
H -2.309 0.127 0.822 0.12 0.15 -0.17
N -1.348 0.158 1.137 -0.50 -0.30 0.50
C -0.664 1.130 0.671 -0.34 0.18 -0.21
N 0.646 1.244 1.040 0.32 0.42 -0.34
C 1.359 0.148 1.650 0.32 -0.29 0.07
C 2.209 -0.659 0.662 -0.22 0.09 -0.06
C 1.416 -1.204 -0.524 -0.12 -0.02 0.33
C 0.317 -2.184 -0.082 0.07 0.03 -0.03
N 0.887 -3.278 0.680 -0.02 -0.01 0.02
C -0.450 -2.665 -1.300 0.00 -0.49 0.05
O -0.569 -3.820 -1.621 -0.03 0.00 -0.07
O -1.003 -1.668 -2.005 -0.20 0.59 -0.17
N -1.150 2.109 -0.191 0.14 0.01 0.05
C -0.280 3.042 -0.866 0.10 -0.04 0.07
C -2.510 2.577 -0.056 -0.12 -0.12 -0.01
H 1.215 1.921 0.563 -0.11 0.04 0.05
H 0.612 -0.490 2.118 0.11 0.05 0.10
H 2.013 0.556 2.428 -0.11 -0.11 0.00
H 2.651 -1.495 1.202 0.12 0.04 0.03
H 3.017 -0.028 0.278 0.08 -0.01 0.03
H 2.104 -1.719 -1.200 -0.01 0.02 -0.11
H 0.942 -0.389 -1.072 0.08 0.00 -0.10
H -0.392 -1.628 0.550 0.14 -0.17 -0.19
H 0.145 -3.853 1.065 0.10 -0.01 -0.06
H 1.431 -3.875 0.063 -0.11 -0.03 0.08
H -1.495 -2.029 -2.759 0.17 -0.19 0.21
H 0.572 2.521 -1.304 0.02 0.06 -0.04
H 0.080 3.848 -0.211 0.01 0.01 -0.04
H -0.842 3.496 -1.683 0.08 0.00 0.01
H -2.527 3.609 0.315 -0.03 -0.01 -0.01
H -3.054 1.957 0.652 -0.01 0.07 -0.04
H -3.022 2.543 -1.021 -0.05 0.04 0.07
```
Positions in Å, forces in eV/Å.

Summary:
Spin multiplicity: 1
Electronic energy (a.u.): -685.15378
F_max (Eh/bohr): 0.01490
ΔE to the lowest compared entry with this formula, charge and spin (eV): 0.000
LUMO level (eV): 0.62
Gap between HOMO and LUMO (eV): 9.04
Net charge: 0
SMILES string: [H]/N=C(/NCCC[C@H](N)C(=O)O)N(C)C
HOMO level (eV): -8.4

=====

(4)
Formula: C8H18N4O2P
Source: the OMol25 dataset
Level of theory: wB97M-V/def2-TZVPD

Structure (XYZ):
```
33
Properties=species:S:1:pos:R:3:forces:R:3
C -2.054 0.409 0.105 0.96 2.09 3.03
C 0.736 2.133 -0.344 -2.05 -0.71 0.06
C -0.881 2.353 -0.553 1.92 2.44 2.78
C 0.984 0.710 -0.467 -0.10 0.18 -1.65
C -2.496 -0.142 -1.067 -0.81 0.64 -2.80
C 3.597 -1.468 -0.216 2.25 -2.57 1.59
C 2.627 -2.026 0.834 1.34 2.83 2.84
C 1.243 -1.478 0.731 -0.73 -0.43 -1.17
N -1.685 1.678 0.468 0.15 -0.98 -0.93
N -2.778 0.486 -2.329 -0.06 -0.10 2.99
N -1.426 2.023 1.780 -0.68 0.08 1.03
N 1.161 -0.025 0.630 0.25 -1.33 4.17
O -2.240 -0.531 1.099 -0.08 0.80 -1.15
O -2.052 -2.725 -0.225 1.25 3.72 -1.31
P -3.109 -1.514 -0.025 -0.08 -0.75 0.03
H 1.064 2.480 -1.304 0.77 1.41 0.02
H 1.173 2.505 0.622 -0.59 0.44 -1.24
H -1.100 3.428 -0.611 -0.19 -0.09 0.49
H -1.154 1.976 -1.459 -0.45 -1.26 -2.44
H 0.939 0.304 -1.488 0.22 -0.41 0.89
H 2.982 -1.599 -1.089 0.78 0.74 -1.21
H 4.237 -0.572 -0.005 -1.69 -0.14 -0.40
H 4.461 -2.249 -0.166 -1.47 1.02 -0.84
H 2.958 -1.777 1.881 0.18 -0.21 -0.78
H 2.588 -3.070 0.828 -0.06 -1.71 -0.35
H 0.841 -2.007 -0.142 -0.47 0.82 -0.35
H 0.608 -1.840 1.536 0.01 0.15 0.36
H -3.290 1.390 -2.205 0.73 -1.07 -0.41
H -3.245 -0.130 -2.969 -0.14 -0.13 -0.27
H -1.678 3.034 2.048 0.28 -2.21 -0.89
H -1.808 1.287 2.417 0.31 1.11 -0.62
H 1.260 0.427 1.609 -0.19 -0.64 -2.68
H -2.462 -3.470 0.076 -1.53 -3.75 1.22
```
Positions in Å, forces in eV/Å.

Summary:
Spin multiplicity: 3
Electronic energy (a.u.): -1026.07925
F_max (Eh/bohr): 0.08515
LUMO level (alpha / beta) (eV): -2.68 / -5.92
Expectation value of S²: 2.027
Gap between HOMO and LUMO (alpha / beta) (eV): 5.77 / 7.07
Net charge: +1
HOMO level (alpha / beta) (eV): -8.5 / -13.0

=====

Question: spin multiplicity of number 2 (C8H18N4)?
Answer: 1

=====

Question: spin multiplicity of number 3 (C8H18N4O2)?
Answer: 1

=====

Question: Among the records above, which one has the highest F_max?
Answer: C8H18N3O

=====

Please write out number 1 again, unchanged.
Formula: C8H18N3O
Source: the OMol25 dataset
Level of theory: wB97M-V/def2-TZVPD

Structure (XYZ):
```
30
Properties=species:S:1:pos:R:3:forces:R:3
C -0.351 -2.778 0.699 -4.42 2.75 1.96
N 0.298 -1.505 0.701 0.59 -0.18 0.63
C 1.198 -1.511 1.821 -0.30 1.11 2.34
C -0.073 -0.477 -0.029 -0.85 -0.96 -1.03
N -1.251 -0.617 -0.731 0.50 -0.45 1.99
C -1.964 0.244 -1.625 2.45 3.50 0.68
C -1.942 1.713 -1.124 0.28 -0.89 -0.65
N -0.636 2.345 -1.118 0.41 0.26 1.66
C 0.224 1.996 0.070 1.75 0.66 -2.26
C 0.911 0.682 -0.405 -2.28 -2.37 -0.11
C 2.373 0.451 -0.090 -0.33 2.38 0.52
O 0.793 0.513 -1.785 2.50 -1.67 -0.33
H 0.281 -3.531 0.904 2.28 -2.36 1.68
H -1.303 -2.705 1.388 1.86 -0.69 -1.11
H -0.634 -3.014 -0.241 -1.48 -0.45 -3.24
H 1.889 -0.735 1.903 0.92 1.52 -0.61
H 0.691 -1.375 2.821 -0.21 -0.67 -1.11
H 1.792 -2.387 1.859 0.26 -1.07 -0.14
H -1.980 -1.201 -0.392 0.44 -1.30 1.11
H -2.995 0.088 -1.669 -1.44 -1.37 -0.11
H -1.459 0.154 -2.536 0.04 0.00 -1.87
H -2.671 2.225 -1.688 -0.24 1.09 -1.54
H -2.517 1.687 -0.238 0.10 0.04 2.10
H -0.631 3.337 -1.185 -0.56 0.76 -0.33
H -0.341 2.068 0.991 0.05 -0.76 0.37
H 1.165 2.615 0.189 -1.61 0.43 -0.44
H 2.561 1.223 0.661 0.78 -0.86 0.74
H 2.978 0.780 -0.907 -0.11 0.53 -0.96
H 2.749 -0.525 0.048 -0.09 -1.03 0.78
H 0.197 1.131 -2.138 -1.30 2.08 -0.71
```
Positions in Å, forces in eV/Å.

Summary:
Spin multiplicity: 1
Electronic energy (a.u.): -554.79882
F_max (Eh/bohr): 0.10825
ΔE to the lowest compared entry with this formula, charge and spin (eV): 0.549
LUMO level (eV): -2.97
Gap between HOMO and LUMO (eV): 10.27
Net charge: +1
SMILES string: C[N+](C)=C1NCCNC[C@]1(C)O
HOMO level (eV): -13.2